{"formula": "C21H44AsAuOSe3Si3Te", "method": "wB97M-V/def2-TZVPD", "lumo_energy_ev": [-0.43, -2.28], "homo_ev": [-7.0, -6.6], "mol_weight_g_mol": 1033.21, "e_tot_ha": -11614.1906, "spin_multiplicity": 3, "e_above_lowest_kcal_mol": 27.5, "species": ["Au", "Se", "Se", "Te", "Se", "C", "C", "C", "C", "C", "C", "C", "C", "C", "C", "C", "C", "O", "H", "H", "H", "H", "H", "H", "H", "H", "H", "H", "H", "H", "H", "H", "H", "H", "H", "C", "Si", "C", "C", "As", "Si", "C", "C", "C", "Si", "C", "C", "C", "H", "H", "H", "H", "H", "H", "H", "H", "H", "H", "H", "H", "H", "H", "H", "H", "H", "H", "H", "H", "H", "H", "H", "H", "H", "H", "H"], "positions_angstrom": [[0.53567, 0.55070, 0.12361], [1.72677, 0.69710, 2.74001], [1.01817, 2.69530, 3.47051], [1.98397, 4.49210, 1.93321], [1.16637, 3.90590, -0.25909], [1.72547, -2.56370, -2.00159], [1.74057, -2.38790, -0.48049], [1.15837, -3.60880, 0.22481], [3.14007, -2.03560, -0.04649], [4.06847, -3.03510, 0.15101], [5.38247, -2.75250, 0.48481], [5.77917, -1.42970, 0.58421], [4.89347, -0.38700, 0.39591], [5.45357, 1.01740, 0.40321], [4.71347, 1.98550, 1.31951], [5.48557, 1.55750, -1.02959], [3.52057, -0.65970, 0.08281], [2.70317, 0.32170, -0.09059], [0.71607, -2.77180, -2.35629], [2.37627, -3.38920, -2.28729], [2.08217, -1.65410, -2.48309], [1.08947, -1.53100, -0.24129], [1.66167, -4.52450, -0.07599], [0.10467, -3.71550, -0.02929], [1.24687, -3.49340, 1.30231], [3.76307, -4.06520, 0.04371], [6.09497, -3.54990, 0.64311], [6.81357, -1.20500, 0.81351], [6.48517, 0.93630, 0.76471], [3.70667, 2.13870, 0.94221], [5.22657, 2.94700, 1.34681], [4.65837, 1.59330, 2.33381], [4.47457, 1.65150, -1.41229], [6.04667, 0.88350, -1.67309], [5.95937, 2.53500, -1.05469], [-2.30983, 3.57100, 1.43691], [-2.89453, 2.65770, -0.13319], [-2.26953, 3.47230, -1.74169], [-4.81433, 2.67910, -0.17089], [-1.85853, 0.51680, -0.02919], [-2.79753, -0.59670, 1.84901], [-2.43503, -2.47040, 1.71481], [-4.69593, -0.37010, 1.93811], [-1.92793, 0.06450, 3.41341], [-2.61423, -0.60540, -1.98849], [-4.46423, -0.24590, -2.34759], [-2.45403, -2.51210, -1.87609], [-1.50433, 0.04840, -3.40039], [-2.65343, 4.59930, 1.48061], [-1.22203, 3.58550, 1.45061], [-2.64913, 3.07090, 2.34071], [-2.50873, 4.53000, -1.77909], [-2.70873, 3.00810, -2.62119], [-1.18483, 3.38360, -1.80489], [-5.16963, 3.70460, -0.20279], [-5.25143, 2.21200, 0.70491], [-5.21053, 2.17690, -1.04689], [-2.97993, -2.93200, 0.89691], [-2.70913, -2.99990, 2.62241], [-1.37463, -2.63850, 1.54621], [-5.15643, -0.51390, 0.96311], [-4.96203, 0.62040, 2.29331], [-5.13843, -1.09010, 2.61811], [-0.87323, -0.20900, 3.38061], [-2.33803, -0.33540, 4.33611], [-1.97143, 1.14980, 3.46671], [-5.06923, -0.37050, -1.45359], [-4.85023, -0.92710, -3.09899], [-4.61013, 0.76230, -2.71899], [-3.28613, -2.94780, -1.33479], [-1.53473, -2.80080, -1.37659], [-2.44673, -2.96070, -2.86409], [-1.61903, 1.12140, -3.52199], [-1.72493, -0.41810, -4.35479], [-0.45843, -0.13890, -3.16939]], "forces_ev_per_angstrom": [[0.8, 0.1, 0.3], [0.2, -0.3, -0.3], [-0.4, 0.2, 0.2], [0.0, -0.1, -0.4], [0.3, 0.0, 0.5], [-0.2, 0.2, 0.2], [0.0, 0.0, -0.1], [0.0, 0.3, -0.1], [-0.2, 0.6, 0.1], [0.2, -0.1, 0.1], [0.1, -0.1, -0.1], [0.0, -0.2, 0.0], [-0.3, 0.2, 0.0], [-0.1, 0.1, -0.1], [0.1, 0.0, -0.1], [0.2, -0.1, 0.2], [1.0, -1.4, 0.4], [-1.4, 1.2, -0.7], [-0.1, -0.1, -0.1], [0.0, 0.0, -0.1], [0.1, 0.0, -0.1], [0.1, -0.4, -0.1], [0.1, -0.1, 0.0], [-0.1, -0.1, 0.0], [0.0, -0.1, 0.2], [0.0, -0.1, 0.0], [0.0, -0.1, 0.0], [0.0, 0.1, 0.0], [0.0, 0.0, -0.1], [0.0, 0.0, 0.1], [0.1, 0.1, 0.0], [-0.1, 0.0, 0.1], [-0.2, 0.0, -0.1], [0.0, 0.0, -0.1], [0.1, 0.2, 0.0], [0.0, -0.5, -0.7], [-0.4, 1.1, 0.1], [0.0, -0.4, 0.6], [0.8, -0.4, 0.0], [-0.5, -0.1, 0.0], [-0.3, -0.8, 1.1], [0.0, 0.8, -0.2], [0.8, 0.1, -0.3], [-0.2, -0.1, -0.8], [-0.3, -0.6, -1.1], [0.8, 0.1, 0.3], [0.1, 0.9, 0.3], [-0.3, -0.1, 0.7], [-0.2, 0.2, -0.2], [0.1, 0.0, 0.1], [-0.1, -0.1, 0.1], [-0.1, 0.2, 0.1], [-0.1, -0.1, -0.1], [0.0, -0.1, -0.1], [0.1, 0.3, 0.0], [0.0, -0.1, 0.2], [0.0, -0.1, -0.1], [-0.1, 0.0, -0.1], [-0.1, 0.1, 0.3], [0.2, 0.0, 0.0], [-0.1, 0.0, -0.1], [0.0, 0.2, 0.0], [0.1, -0.2, 0.2], [0.0, 0.0, -0.1], [-0.3, -0.2, 0.0], [0.0, 0.2, 0.0], [-0.1, 0.0, 0.1], [0.1, -0.2, -0.2], [0.0, 0.2, 0.0], [-0.2, 0.0, 0.2], [0.2, -0.1, 0.1], [0.0, 0.1, -0.3], [0.0, 0.2, 0.0], [-0.2, -0.2, -0.1], [0.2, -0.1, 0.1]], "lowdin_spin": [0.10, 0.50, 0.16, 0.35, 0.59, 0.00, 0.00, 0.00, 0.03, 0.00, 0.04, 0.00, 0.03, 0.00, 0.01, 0.00, 0.00, 0.12, 0.00, 0.00, 0.00, 0.00, 0.00, 0.00, 0.00, 0.00, 0.00, 0.00, 0.00, 0.00, 0.00, 0.00, 0.00, 0.00, 0.00, 0.01, 0.00, 0.01, 0.00, 0.01, 0.00, 0.00, 0.00, 0.00, 0.01, 0.00, 0.00, 0.00, 0.00, 0.01, 0.00, 0.00, 0.00, 0.01, 0.00, 0.00, 0.00, 0.00, 0.00, 0.00, 0.00, 0.00, 0.00, 0.00, 0.00, 0.00, 0.00, 0.00, 0.00, 0.00, 0.00, 0.00, 0.00, 0.00, 0.00]}

{"formula": "C16H22N4O4S", "method": "wB97M-V/def2-TZVPD", "lumo_energy_ev": -0.82, "homo_ev": -9.5, "mol_weight_g_mol": 366.44, "e_tot_ha": -1540.9894, "smiles": "CC[C@H](C)NC(=O)C1CCN(S(=O)(=O)c2cccc3nonc23)CC1", "e_above_lowest_kcal_mol": 41.6, "species": ["C", "C", "C", "C", "N", "C", "O", "C", "C", "C", "N", "S", "O", "O", "C", "C", "C", "C", "C", "N", "O", "N", "C", "C", "C", "H", "H", "H", "H", "H", "H", "H", "H", "H", "H", "H", "H", "H", "H", "H", "H", "H", "H", "H", "H", "H", "H"], "positions_angstrom": [[5.32267, -2.46419, 1.62600], [5.42305, -2.15701, 0.13582], [5.68217, -0.67647, -0.19033], [7.01648, -0.16995, 0.34552], [4.60789, 0.16007, 0.30884], [3.57110, 0.56409, -0.45477], [3.49230, 0.30397, -1.63836], [2.52469, 1.35600, 0.33220], [1.64765, 0.38463, 1.13770], [0.74496, -0.42180, 0.20426], [-0.06301, 0.43546, -0.63564], [-1.42260, 1.05817, 0.11147], [-1.79837, 2.27847, -0.53548], [-1.30131, 1.03569, 1.54009], [-2.64427, -0.18094, -0.35510], [-2.43304, -1.05899, -1.37312], [-3.41007, -2.00909, -1.77256], [-4.62611, -2.09780, -1.16386], [-4.88376, -1.19752, -0.11142], [-5.93889, -1.01727, 0.66063], [-5.62858, -0.01984, 1.48009], [-4.41257, 0.47094, 1.28726], [-3.88885, -0.22749, 0.29863], [0.71695, 1.35779, -1.43682], [1.64015, 2.21743, -0.57548], [6.25221, -2.23301, 2.13947], [5.11407, -3.52158, 1.77003], [4.51649, -1.89858, 2.08826], [6.22685, -2.74978, -0.30362], [4.49037, -2.44733, -0.35234], [5.66000, -0.56566, -1.28038], [7.82665, -0.79546, -0.01838], [7.18979, 0.85018, 0.01180], [7.02889, -0.18227, 1.43294], [4.62364, 0.38438, 1.29074], [3.05767, 2.01275, 1.02988], [2.26376, -0.29911, 1.72573], [1.00929, 0.95117, 1.81746], [0.06360, -1.04545, 0.78586], [1.34557, -1.05843, -0.45350], [-1.48651, -1.02850, -1.88950], [-3.16696, -2.67423, -2.58706], [-5.37671, -2.81283, -1.45719], [0.00900, 1.98728, -1.97510], [1.30872, 0.77229, -2.14438], [2.26428, 2.83224, -1.22529], [1.02546, 2.87179, 0.04716]], "forces_ev_per_angstrom": [[0.1, 0.0, -0.3], [0.0, 0.2, 0.0], [0.1, -0.3, -0.2], [-0.2, 0.0, -0.2], [0.4, -0.1, 0.2], [-0.1, 0.4, 0.6], [-0.1, -0.1, -0.5], [-0.1, 0.1, -0.1], [0.0, 0.0, -0.1], [0.2, -0.4, 0.6], [-1.0, 0.5, 0.4], [-0.1, -0.5, -0.5], [0.1, 0.0, -0.2], [0.0, -0.2, -0.1], [1.0, 0.3, -0.2], [0.3, 0.5, 0.4], [-0.7, -0.3, 0.1], [0.2, -0.3, -0.4], [0.4, 1.2, 1.0], [-0.2, -0.9, -0.7], [-0.3, 0.1, 0.2], [1.1, 0.4, -0.2], [-1.6, -0.6, 0.4], [0.1, 0.6, -0.5], [0.1, -0.2, -0.1], [0.1, 0.0, 0.1], [0.0, -0.1, 0.1], [-0.1, 0.0, 0.1], [0.0, -0.1, -0.1], [0.0, 0.0, -0.1], [0.0, 0.0, 0.2], [0.1, -0.1, 0.0], [0.0, 0.1, 0.0], [0.1, 0.0, 0.2], [-0.1, 0.1, -0.1], [0.0, -0.1, 0.0], [0.0, 0.0, 0.0], [0.1, 0.0, 0.0], [0.2, -0.2, 0.0], [-0.1, 0.0, 0.0], [0.1, 0.0, 0.0], [0.0, -0.1, -0.1], [0.0, -0.1, -0.1], [0.2, 0.0, -0.1], [-0.2, 0.1, 0.1], [0.0, 0.1, 0.0], [0.1, 0.1, 0.0]], "nbo_charge": [-0.62, -0.40, -0.06, -0.61, -0.62, 0.69, -0.65, -0.30, -0.42, -0.23, -0.69, 2.32, -0.93, -0.93, -0.34, -0.16, -0.20, -0.18, 0.04, -0.06, -0.08, -0.06, 0.12, -0.24, -0.41, 0.20, 0.22, 0.20, 0.20, 0.21, 0.23, 0.22, 0.22, 0.20, 0.39, 0.22, 0.21, 0.24, 0.22, 0.21, 0.25, 0.23, 0.24, 0.24, 0.24, 0.23, 0.22]}

{"formula": "C24H26BrGeIrN5O5S", "method": "wB97M-V/def2-TZVPD", "lumo_energy_ev": -5.54, "homo_ev": -11.7, "charge": 1, "mol_weight_g_mol": 841.30, "e_tot_ha": -6733.4479, "e_above_lowest_kcal_mol": 38.7, "species": ["Ir", "N", "C", "C", "O", "N", "C", "C", "O", "O", "H", "H", "H", "H", "H", "H", "C", "N", "C", "N", "S", "H", "H", "H", "H", "H", "H", "Ge", "C", "C", "C", "C", "C", "C", "C", "C", "C", "C", "C", "C", "H", "H", "H", "H", "H", "H", "H", "H", "H", "H", "H", "Br", "C", "C", "N", "C", "C", "C", "C", "O", "O", "H", "H", "H"], "positions_angstrom": [[0.02940, -0.44558, -0.34586], [-1.35020, -1.92866, 0.27039], [-2.72456, -1.53633, -0.16063], [-2.72682, -0.30605, -1.05166], [-3.66080, 0.04928, -1.70509], [-1.47464, 0.35862, -1.09614], [-1.28607, 1.53560, -1.93252], [0.21164, 1.84366, -2.01735], [0.63494, 2.73025, -2.70479], [0.98206, 1.07604, -1.25680], [-1.02421, -2.74410, -0.24891], [-1.35458, -2.18342, 1.25418], [-3.32320, -1.28641, 0.71371], [-3.22191, -2.34798, -0.68813], [-1.80050, 2.39708, -1.49928], [-1.71179, 1.37579, -2.92272], [4.49810, 1.15246, -1.42626], [3.66724, 0.19311, -0.72133], [3.08036, 0.45088, 0.40836], [3.36241, 1.54829, 1.09195], [1.95380, -0.73188, 1.10931], [4.86252, 0.68468, -2.33533], [5.36027, 1.44322, -0.82280], [3.91160, 2.03499, -1.69426], [3.37710, -0.67676, -1.19318], [3.97798, 2.25195, 0.71750], [2.85648, 1.75470, 1.93843], [-0.60421, 0.62589, 1.89340], [0.34638, 2.28242, 2.15088], [0.30369, 3.31124, 1.21247], [0.98660, 4.49667, 1.43981], [1.71383, 4.66344, 2.61196], [1.75053, 3.64997, 3.56113], [1.06871, 2.46100, 3.33227], [-2.53404, 0.81182, 2.01754], [-3.27628, 1.72044, 1.26434], [-4.65387, 1.79181, 1.40166], [-5.30548, 0.95993, 2.30397], [-4.57716, 0.07095, 3.08106], [-3.19689, -0.00141, 2.93841], [-0.24718, -0.44773, 2.93127], [-0.24137, 3.19026, 0.28384], [0.95491, 5.28767, 0.70216], [2.24648, 5.58835, 2.78968], [2.30811, 3.78405, 4.47868], [1.11132, 1.67016, 4.07296], [-2.78276, 2.39108, 0.56965], [-5.22038, 2.49561, 0.80659], [-6.38081, 1.01420, 2.40833], [-5.08082, -0.56249, 3.79935], [-2.63590, -0.69463, 3.55743], [-1.53015, -6.33041, -3.77467], [0.17271, -5.61464, -3.40213], [1.31878, -6.32097, -3.74708], [2.54139, -5.85923, -3.51202], [2.66441, -4.67469, -2.92562], [1.57339, -3.90354, -2.53803], [0.29581, -4.38690, -2.78598], [1.81716, -2.58523, -1.87945], [2.92736, -2.09149, -1.87305], [0.72887, -2.07401, -1.34993], [1.24194, -7.28766, -4.23014], [3.66919, -4.31410, -2.74602], [-0.58091, -3.81126, -2.52550]], "forces_ev_per_angstrom": [[-0.2, 0.0, -0.5], [0.0, 0.0, -0.1], [0.0, 0.0, 0.0], [0.0, 0.0, 0.1], [0.0, 0.0, 0.0], [0.1, 0.0, 0.1], [0.1, 0.1, 0.1], [-0.1, 0.0, 0.0], [0.0, 0.1, 0.1], [0.0, -0.1, 0.1], [0.0, 0.0, 0.0], [0.0, 0.0, 0.0], [0.0, 0.0, 0.0], [0.0, 0.0, 0.0], [0.0, 0.0, -0.1], [0.0, 0.0, 0.0], [0.0, 0.0, 0.0], [-0.1, 0.1, 0.0], [0.0, -0.2, 0.0], [-0.1, 0.1, 0.1], [0.1, 0.1, 0.0], [0.0, 0.0, 0.0], [0.0, 0.0, 0.0], [0.0, 0.0, 0.0], [0.0, 0.0, -0.1], [0.0, 0.0, 0.0], [-0.1, 0.0, 0.0], [0.0, 0.0, 0.2], [0.0, 0.0, -0.1], [0.1, 0.0, 0.0], [0.0, 0.0, 0.0], [0.0, 0.0, 0.0], [0.0, 0.0, 0.0], [0.0, 0.0, 0.0], [0.0, 0.0, 0.0], [0.0, 0.0, 0.0], [0.0, 0.0, 0.0], [0.0, 0.0, 0.0], [0.0, 0.0, 0.0], [0.0, 0.0, 0.0], [0.0, 0.0, 0.0], [0.0, 0.0, 0.0], [0.0, 0.0, 0.0], [0.0, 0.0, 0.0], [0.0, 0.0, 0.0], [0.0, 0.0, 0.0], [0.0, 0.0, 0.0], [0.0, 0.0, 0.0], [0.0, 0.0, 0.0], [0.0, 0.0, 0.0], [0.0, 0.0, 0.0], [0.0, 0.0, 0.0], [0.0, 0.0, 0.0], [0.0, 0.0, 0.0], [0.0, 0.0, 0.0], [0.0, 0.0, 0.0], [0.0, 0.0, 0.0], [0.0, 0.0, 0.0], [0.0, 0.0, 0.0], [0.0, 0.0, 0.0], [0.0, -0.1, 0.3], [0.0, 0.0, 0.0], [0.0, 0.0, 0.0], [0.0, 0.0, 0.0]], "nbo_charge": [1.09, -0.74, -0.35, 0.68, -0.49, -0.51, -0.38, 0.77, -0.57, -0.72, 0.43, 0.42, 0.27, 0.26, 0.24, 0.27, -0.44, -0.53, 0.42, -0.76, -0.09, 0.24, 0.21, 0.23, 0.46, 0.42, 0.44, 1.19, -0.49, -0.20, -0.19, -0.20, -0.22, -0.18, -0.41, -0.25, -0.18, -0.19, -0.20, -0.26, -0.14, 0.21, 0.23, 0.23, 0.23, 0.22, 0.21, 0.23, 0.23, 0.23, 0.22, 0.09, -0.14, 0.04, -0.38, 0.08, -0.21, -0.16, 0.83, -0.63, -0.76, 0.22, 0.22, 0.22]}

{"formula": "C4H10I2Si", "method": "wB97M-V/def2-TZVPD", "lumo_energy_ev": [0.09, -1.40], "homo_ev": [-7.8, -8.3], "mol_weight_g_mol": 340.02, "e_tot_ha": -1043.2249, "e_above_lowest_kcal_mol": 96.8, "species": ["C", "C", "C", "C", "Si", "I", "I", "H", "H", "H", "H", "H", "H", "H", "H", "H", "H"], "positions_angstrom": [[0.98945, 2.66129, -0.07675], [-1.82644, -2.29380, 1.02248], [0.46715, 1.83404, -1.26309], [-0.51279, -1.83515, 1.55901], [0.59744, 0.00119, -0.83739], [3.04804, -0.33635, -0.63821], [-0.06605, -1.67896, -2.63723], [0.31171, 2.68867, 0.67997], [1.96783, 2.23215, 0.07677], [1.15445, 3.71529, -0.50003], [-2.75378, -1.91289, 1.35487], [-1.88069, -2.20569, -0.01137], [-1.75552, -3.30544, 1.22983], [1.00779, 1.93849, -2.26616], [-0.56429, 2.23412, -1.43798], [0.37476, -2.16800, 1.08958], [-0.55904, -1.56894, 2.65571]], "forces_ev_per_angstrom": [[2.6, 1.3, -4.6], [1.4, 0.9, 0.1], [-1.3, 0.5, -1.3], [-1.6, 1.6, 1.4], [-0.3, -0.8, 0.1], [-0.1, -0.1, 0.0], [0.1, 0.7, 0.5], [-1.5, -0.1, 2.4], [0.3, 0.4, 1.2], [-0.2, -1.3, 0.9], [-0.6, 0.7, 1.1], [0.2, 0.0, -2.1], [-0.6, -2.6, 0.3], [-0.4, 0.2, 1.5], [0.5, -0.9, -0.2], [0.7, -0.4, -0.1], [0.7, -0.1, -1.4]], "nbo_charge": [-0.61, -0.69, -0.95, -0.27, 0.82, -0.25, -0.24, 0.21, 0.22, 0.21, 0.22, 0.22, 0.23, 0.25, 0.25, 0.19, 0.19]}